One molecule with the formula C6H8N2S, computed with ωB97M-V/def2-TZVPD.

Last column: Mulliken charge in e.
Positions of all 17 atoms, in Å:
S1 2.208 -1.502 0.281  -0.24
C1 0.530 -1.042 0.880  -0.01
C2 0.517 0.326 1.566  -0.72
C3 0.343 1.366 0.440  -0.61
N1 -0.415 0.642 -0.544  0.20
C4 -1.183 0.898 -1.637  -0.28
C5 -1.598 -0.332 -2.078  -0.45
N2 -1.098 -1.328 -1.291  -0.70
C6 -0.402 -0.699 -0.392  0.08
H1 2.355 -2.585 1.037  0.13
H2 0.133 -1.859 1.467  0.44
H3 1.424 0.507 2.141  0.35
H4 -0.342 0.370 2.238  0.32
H5 -0.180 2.261 0.781  0.37
H6 1.315 1.660 0.024  0.27
H7 -1.375 1.886 -2.003  0.41
H8 -2.232 -0.568 -2.909  0.44

Computed properties:
Energy relative to the best compared isomer or geometry (same formula, charge and spin): 3.4 kcal per mole
Charge: 0
Calculated total energy: -20166.89559 eV
Frontier orbital gap: 9.317 eV
LUMO: 0.7 eV
SMILES: S[C@H]1CCn2ccnc21
F_max: 2.727 eV/A


One molecule with the formula C3H7N5OS, computed with ωB97M-V/def2-TZVPD.

Last column: Mulliken charge in e.
Positions of all 17 atoms, in Å:
C1 -0.625 1.294 -0.699  0.49
C2 0.239 0.984 1.513  0.68
C3 -0.007 -0.948 0.061  -1.19
N1 -2.643 0.835 0.270  -0.23
N2 1.311 0.781 2.133  -0.78
N3 -0.858 1.510 2.134  -0.24
N4 -0.063 0.475 0.171  0.02
N5 -0.985 0.640 -1.885  -0.38
O1 -0.577 2.499 -0.509  -0.64
S1 -2.410 1.727 1.372  0.25
H1 -1.004 -1.312 -0.061  0.39
H2 0.542 -1.303 -0.867  0.33
H3 0.576 -1.310 0.848  0.43
H4 2.025 0.421 1.584  0.24
H5 -0.740 2.001 2.963  0.23
H6 -1.647 1.031 -2.621  0.26
H7 -0.836 -0.294 -1.816  0.13

Computed properties:
Energy relative to the best compared isomer or geometry (same formula, charge and spin): 14.4 kcal per mole
Charge: 0
Calculated total energy: -23555.20407 eV
Frontier orbital gap: 8.887 eV
LUMO: -0.6 eV
F_max: 4.331 eV/A


C30H19Cl5IrN7O2Se as an isolated structure, computed with ωB97M-V/def2-TZVPD.

Last column: Mulliken charge in e.
Positions of all 65 atoms, in Å:
Ir1 -0.641 0.827 -0.185  0.14
C1 -0.434 5.092 0.367  -1.87
C2 -0.790 3.688 0.014  0.59
N1 -0.195 2.659 0.529  0.74
O1 0.923 2.985 1.293  -0.56
C3 -1.786 3.367 -0.968  0.75
C4 -2.674 4.359 -1.636  -1.98
N2 -1.850 2.075 -1.256  0.90
O2 -2.656 1.650 -2.125  -0.88
H1 0.637 5.207 0.517  0.40
H2 -0.929 5.366 1.302  0.30
H3 -0.766 5.776 -0.409  0.46
H4 1.006 2.239 1.896  0.31
H5 -2.976 5.144 -0.943  0.47
H6 -3.562 3.843 -1.996  0.44
H7 -2.205 4.836 -2.500  0.29
Se1 1.793 -6.484 -0.504  0.24
N3 0.826 -5.461 -1.604  -0.91
C5 0.694 -4.300 -1.021  1.10
C6 -0.037 -3.184 -1.606  0.85
C7 -0.682 -3.238 -2.834  -1.15
C8 -1.322 -2.101 -3.288  -0.85
C9 -1.342 -0.952 -2.511  -0.82
N4 -0.726 -0.898 -1.325  0.81
C10 -0.083 -1.988 -0.890  -0.37
C11 0.570 -1.830 0.389  -0.33
N5 0.468 -0.606 0.943  0.37
C12 1.019 -0.441 2.144  -0.12
C13 1.716 -1.441 2.808  -1.21
C14 1.851 -2.684 2.224  -0.75
C15 1.249 -2.890 0.990  0.60
C16 1.323 -4.156 0.269  0.88
N6 1.959 -5.200 0.728  -0.89
H8 -0.662 -4.154 -3.409  0.57
H9 -1.832 -2.092 -4.241  0.50
H10 -1.856 -0.036 -2.787  0.61
H11 0.876 0.519 2.612  0.17
H12 2.154 -1.220 3.770  0.48
H13 2.400 -3.488 2.693  0.58
Cl1 -3.583 -1.152 -0.644  -0.21
C17 -3.386 -0.384 0.903  1.49
C18 -2.271 0.441 1.179  -1.97
C19 -2.347 0.933 2.502  1.52
Cl2 -1.135 1.985 3.200  -0.20
C20 -3.363 0.652 3.429  -0.56
Cl3 -3.344 1.290 5.034  -0.21
C21 -4.423 -0.163 3.071  0.58
Cl4 -5.679 -0.528 4.186  -0.19
C22 -4.429 -0.679 1.786  -0.50
Cl5 -5.748 -1.693 1.328  -0.20
C23 0.987 1.254 -1.582  -2.18
C24 2.224 0.575 -1.215  0.47
C25 2.522 -0.667 -1.800  -0.37
C26 3.603 -1.427 -1.398  -0.81
C27 4.454 -0.954 -0.399  0.58
C28 4.229 0.317 0.130  -0.94
C29 3.147 1.069 -0.283  -0.14
C30 5.525 -1.770 0.089  -0.11
N7 6.377 -2.421 0.503  -0.56
H14 0.622 0.869 -2.526  0.60
H15 0.980 2.333 -1.508  0.93
H16 1.891 -1.041 -2.598  0.48
H17 3.790 -2.390 -1.856  0.54
H18 4.910 0.713 0.871  0.49
H19 2.990 2.050 0.146  0.56

Computed properties:
Energy relative to the best compared isomer or geometry (same formula, charge and spin): 0.0 kcal per mole
Charge: 0
Calculated total energy: -176740.45953 eV
Frontier orbital gap: 6.634 eV
LUMO: -1.4 eV
F_max: 1.002 eV/A